1.
{"formula": "C18H27LaN2O5P2S", "method": "ωB97M-V/def2-TZVPD", "elements": ["La", "P", "C", "C", "N", "C", "C", "C", "C", "C", "P", "H", "H", "H", "H", "H", "H", "H", "H", "O", "H", "H", "O", "H", "C", "H", "H", "H", "C", "H", "H", "H", "C", "H", "H", "H", "C", "H", "H", "H", "O", "C", "N", "S", "O", "O", "C", "C", "C", "C", "C", "C", "H", "H", "H", "H"], "xyz": [[0.428, 1.183, 0.143], [2.565, -1.056, -0.065], [2.546, -1.689, -1.718], [1.367, -1.548, -2.468], [0.254, -0.856, -1.980], [-0.936, -1.157, -2.537], [-1.128, -2.064, -3.591], [0.012, -2.614, -4.193], [1.251, -2.285, -3.675], [-2.211, -0.509, -2.029], [-2.157, 1.227, -1.386], [2.174, -2.702, -4.079], [-2.130, -2.233, -4.006], [-0.105, -3.245, -5.075], [-2.911, -0.479, -2.877], [-2.632, -1.109, -1.203], [3.124, 2.797, -3.849], [3.489, -1.918, -2.230], [0.426, 5.827, -1.489], [2.967, 1.928, -3.428], [2.130, 1.535, -3.725], [0.596, 3.106, 2.630], [0.167, 5.031, -1.978], [-0.791, 5.039, -1.850], [-2.747, 2.148, -2.849], [-3.713, 1.738, -3.180], [-2.868, 3.207, -2.578], [-2.002, 2.065, -3.652], [-3.702, 1.213, -0.401], [-3.606, 1.906, 0.445], [-4.539, 1.512, -1.049], [-3.876, 0.202, -0.012], [2.435, -2.760, 0.650], [3.322, -3.334, 0.328], [2.339, -2.699, 1.744], [1.530, -3.211, 0.212], [4.348, -0.680, 0.166], [4.491, -0.374, 1.212], [4.965, -1.559, -0.063], [4.609, 0.150, -0.505], [-0.522, -2.083, 1.544], [-0.767, -1.105, 2.247], [-0.911, 0.157, 1.638], [-1.206, 1.471, 2.633], [0.658, 2.221, 2.220], [-2.351, 2.354, 2.355], [-0.997, 0.468, 4.011], [-0.669, 0.990, 5.259], [-0.300, 0.070, 6.241], [-0.219, -1.299, 5.946], [-0.423, -1.789, 4.662], [-0.863, -0.895, 3.686], [-0.664, 2.073, 5.417], [-0.055, 0.450, 7.228], [0.042, -1.997, 6.732], [-0.236, -2.820, 4.370]], "atomic_forces_ev_per_a": [[1.8, -0.1, -2.5], [1.1, -1.1, 0.4], [0.0, 1.8, -1.2], [-0.8, -0.3, -0.6], [-0.2, -0.6, 0.0], [-0.2, 0.4, 0.1], [0.8, 0.1, -0.3], [-0.5, 0.4, -0.2], [0.3, -0.5, 0.2], [0.3, 0.0, 0.0], [-1.0, -0.4, -0.5], [-0.3, 0.0, 0.0], [0.5, 0.0, 0.4], [0.2, 0.1, 0.3], [-0.1, -0.2, 0.5], [0.2, 0.0, -0.4], [-0.5, -0.8, 0.1], [-0.5, -0.3, 0.3], [0.2, -0.1, -0.3], [-0.1, 0.1, 0.4], [0.5, 0.7, -0.3], [0.3, -0.5, -0.2], [-0.3, 0.0, 0.6], [0.0, 0.0, -0.3], [0.5, 0.3, -0.1], [0.4, 0.1, 0.1], [0.0, -0.3, -0.2], [-0.3, 0.1, 0.1], [0.0, 0.2, 0.4], [-0.3, -0.2, -0.3], [0.2, -0.1, 0.3], [0.0, 0.3, 0.0], [-0.4, 0.3, 0.3], [-0.4, 0.3, 0.3], [0.1, -0.3, -0.3], [0.3, 0.1, 0.4], [-0.3, 0.3, 0.1], [0.2, -0.1, -0.3], [-0.2, 0.3, 0.1], [0.1, -0.2, 0.3], [-0.3, 1.4, 1.6], [-0.4, -0.7, -1.8], [-1.5, 1.0, -0.5], [-1.2, -0.9, 0.1], [1.5, 1.5, -0.3], [0.4, -1.3, 0.2], [-0.2, -0.5, 1.8], [-0.3, -0.3, -0.4], [-0.1, 0.0, -0.1], [0.0, 0.2, 0.4], [-0.5, 0.4, -0.6], [1.0, 0.0, 1.3], [-0.1, -0.5, 0.2], [0.0, -0.3, -0.1], [0.1, 0.1, 0.0], [-0.1, 0.1, 0.3]], "total_charge": 2}



2.
{"formula": "C18H27N6O2PtS", "method": "ωB97M-V/def2-TZVPD", "elements": ["Pt", "N", "N", "C", "O", "O", "H", "H", "H", "C", "N", "C", "C", "N", "C", "S", "C", "C", "C", "C", "C", "N", "H", "H", "H", "H", "H", "H", "H", "H", "H", "C", "C", "C", "N", "H", "H", "H", "H", "H", "C", "C", "C", "C", "C", "H", "H", "H", "H", "H", "H", "H", "H", "H", "H"], "xyz": [[-0.501, 0.796, -0.601], [-2.453, 1.564, -2.209], [-1.813, 1.765, -3.447], [-0.389, 1.586, -3.486], [0.105, 1.445, -4.587], [0.219, 1.676, -2.348], [-3.300, 1.024, -2.305], [-2.681, 2.454, -1.788], [-2.264, 1.370, -4.255], [-1.739, 5.668, 2.225], [-1.027, 4.482, 2.661], [-0.457, 4.278, 3.906], [0.112, 3.063, 3.918], [-0.131, 2.497, 2.660], [-0.814, 3.403, 1.880], [-1.203, 3.285, 0.257], [0.159, 1.204, 2.291], [1.262, 0.523, 2.882], [1.586, -0.703, 2.447], [0.841, -1.398, 1.351], [-0.418, -0.647, 0.985], [-0.701, 0.588, 1.488], [-1.967, 6.280, 3.092], [-2.661, 5.376, 1.727], [-1.133, 6.240, 1.522], [-0.500, 5.015, 4.688], [0.614, 2.534, 4.706], [1.863, 1.024, 3.628], [2.433, -1.219, 2.879], [0.536, -2.389, 1.705], [-1.309, -1.255, 0.885], [2.998, -3.634, 1.288], [3.153, -2.320, 0.508], [1.830, -1.673, 0.195], [1.586, -1.336, -0.986], [3.976, -4.081, 1.451], [2.392, -4.348, 0.729], [2.535, -3.483, 2.264], [3.651, -2.510, -0.439], [3.788, -1.627, 1.069], [-0.534, -3.340, -1.067], [-0.405, -2.259, -2.139], [-1.783, -1.692, -2.494], [0.213, -2.892, -3.402], [0.537, -1.115, -1.775], [-1.017, -4.216, -1.497], [-1.141, -3.012, -0.223], [0.446, -3.656, -0.703], [-2.464, -2.507, -2.746], [-1.706, -1.027, -3.357], [-2.197, -1.142, -1.651], [-0.447, -3.676, -3.773], [1.185, -3.334, -3.176], [0.350, -2.154, -4.194], [0.785, -0.497, -2.639]], "atomic_forces_ev_per_a": [[0.5, 0.9, 1.2], [-0.1, 0.0, 0.2], [1.0, -0.1, 0.2], [-1.6, 0.0, -0.9], [0.3, -0.1, 0.4], [0.2, -0.7, 0.8], [0.0, -0.1, -0.1], [-0.3, 0.2, -0.3], [-0.1, 0.1, -0.1], [0.0, 0.2, -0.2], [0.0, -0.3, 0.1], [0.2, -0.2, 0.1], [0.1, 0.3, 0.2], [0.5, -0.1, -0.1], [-0.4, 0.2, -0.7], [0.3, -0.1, -0.1], [-1.0, 0.0, -0.3], [0.3, -0.2, 0.5], [-0.3, 0.0, -0.1], [-0.1, 0.7, 0.1], [0.3, -0.9, -0.9], [0.4, 0.3, -0.7], [0.0, 0.0, 0.0], [0.0, 0.0, 0.0], [0.0, 0.0, 0.0], [0.0, 0.0, 0.0], [0.0, 0.0, 0.0], [0.0, 0.0, 0.0], [0.1, 0.1, 0.0], [0.1, -0.1, 0.0], [0.0, -0.1, 0.0], [0.0, 0.2, -0.1], [-0.1, -0.3, 0.2], [0.2, 0.4, -0.5], [0.6, -1.5, 0.0], [0.0, 0.0, 0.0], [0.0, 0.0, 0.0], [0.0, -0.1, 0.0], [0.0, 0.1, 0.0], [0.0, 0.1, 0.0], [0.1, 0.2, 0.0], [0.0, -0.2, -0.1], [0.1, -0.1, 0.0], [0.1, 0.0, 0.0], [-0.7, 1.3, 0.6], [0.0, 0.0, 0.0], [0.0, 0.0, 0.0], [-0.1, -0.1, 0.0], [0.1, 0.0, -0.1], [0.0, 0.0, 0.0], [-0.1, 0.0, 0.0], [0.0, 0.0, 0.0], [0.0, 0.0, 0.0], [0.0, 0.0, 0.0], [-0.2, 0.3, 0.3]], "total_charge": 1}



3.
{"formula": "C18H27NO3PRhSbTe", "method": "ωB97M-V/def2-TZVPD", "elements": ["Rh", "C", "C", "C", "C", "N", "C", "C", "C", "C", "C", "C", "C", "H", "H", "H", "H", "H", "H", "H", "H", "C", "C", "O", "P", "O", "Te", "O", "C", "C", "H", "H", "H", "H", "H", "H", "H", "H", "H", "H", "C", "Sb", "C", "C", "H", "H", "H", "H", "H", "H", "H", "H", "H"], "xyz": [[-0.207, -1.400, -0.326], [4.184, -1.825, -0.862], [4.679, -1.375, 0.356], [3.806, -1.213, 1.417], [2.454, -1.507, 1.236], [1.982, -1.902, 0.037], [2.828, -2.065, -0.978], [1.438, -1.392, 2.279], [1.704, -1.567, 3.640], [0.690, -1.415, 4.566], [-0.606, -1.136, 4.160], [-0.895, -1.011, 2.805], [0.119, -1.152, 1.885], [4.839, -1.998, -1.701], [5.728, -1.147, 0.469], [4.154, -0.838, 2.368], [2.403, -2.407, -1.914], [2.702, -1.823, 3.961], [0.912, -1.507, 5.619], [-1.391, -0.990, 4.889], [-1.914, -0.804, 2.495], [-1.547, 4.231, -2.741], [-1.298, 3.095, -1.770], [0.016, 2.573, -2.002], [0.339, 1.134, -1.421], [-0.186, 0.987, -0.029], [-0.398, -0.651, -2.884], [1.904, 0.979, -1.580], [2.815, 1.862, -0.902], [3.536, 2.749, -1.897], [-2.492, 4.708, -2.497], [-1.586, 3.857, -3.762], [-0.745, 4.958, -2.662], [-2.040, 2.300, -1.911], [-1.356, 3.433, -0.731], [3.527, 1.217, -0.377], [2.258, 2.453, -0.172], [4.053, 2.134, -2.628], [4.259, 3.361, -1.365], [2.836, 3.400, -2.415], [-4.122, -1.800, -2.016], [-2.972, -1.524, -0.206], [-3.908, 0.346, 0.326], [-4.168, -2.785, 1.084], [-5.175, -1.747, -1.753], [-3.908, -2.768, -2.460], [-3.880, -1.016, -2.730], [-4.981, 0.183, 0.299], [-3.640, 1.118, -0.387], [-3.609, 0.666, 1.318], [-5.207, -2.599, 0.845], [-3.989, -2.555, 2.128], [-3.940, -3.828, 0.903]], "atomic_forces_ev_per_a": [[-0.3, -1.0, 0.4], [0.1, -0.1, 0.1], [-0.2, -0.1, -0.2], [-0.2, -0.1, 0.0], [0.4, -0.1, -0.4], [0.1, 0.2, 0.1], [0.3, 0.0, -0.1], [-0.5, 0.1, 0.4], [0.1, 0.1, -0.5], [-0.1, 0.0, 0.2], [0.0, 0.0, -0.1], [-0.2, 0.1, 0.0], [0.4, 0.1, -0.1], [0.0, 0.0, -0.1], [0.1, 0.0, 0.0], [0.0, 0.0, 0.1], [0.0, 0.1, 0.0], [0.1, 0.0, 0.1], [0.0, 0.0, 0.1], [0.0, -0.1, 0.1], [0.0, 0.1, 0.0], [0.2, -0.3, 0.2], [-0.7, 0.5, 0.1], [0.6, -0.5, -0.1], [0.6, 0.6, 0.3], [-0.1, -0.2, -0.3], [-0.1, 0.1, 0.2], [-0.6, -0.2, -0.4], [0.5, 0.5, 0.3], [-0.3, -0.3, 0.1], [-0.1, 0.1, 0.0], [0.0, 0.0, -0.1], [0.0, 0.1, 0.0], [0.1, 0.0, 0.0], [0.0, -0.1, -0.1], [-0.2, 0.1, 0.0], [0.1, 0.0, 0.1], [0.1, 0.0, -0.1], [0.1, 0.1, 0.0], [-0.1, 0.1, 0.0], [0.3, 0.0, 0.4], [-1.0, 0.2, -0.1], [0.3, -0.4, -0.1], [0.4, 0.2, -0.3], [-0.1, 0.0, 0.0], [0.0, -0.1, 0.0], [0.0, 0.0, 0.0], [-0.1, 0.0, 0.0], [0.1, 0.0, -0.1], [0.1, 0.0, 0.1], [-0.2, 0.1, -0.1], [0.1, 0.1, 0.1], [0.1, -0.2, 0.0]], "s_squared": 6.02, "total_charge": 1, "spin_multiplicity": 5}



4.
{"formula": "C18H28BrGeN2ReSSi", "method": "ωB97M-V/def2-TZVPD", "elements": ["Re", "C", "Ge", "C", "C", "C", "H", "H", "H", "H", "H", "H", "H", "H", "H", "H", "S", "C", "Si", "C", "C", "N", "C", "C", "C", "C", "C", "C", "H", "H", "H", "H", "H", "H", "H", "H", "H", "H", "H", "H", "H", "H", "Br", "C", "C", "C", "C", "N", "C", "H", "H", "H", "H"], "xyz": [[-0.915, -1.037, -0.437], [3.863, -0.766, 0.637], [2.123, 0.022, 1.076], [2.223, 1.843, 0.400], [2.051, 0.141, 3.025], [0.790, -1.215, 0.463], [4.675, -0.210, 1.116], [4.015, -0.741, -0.445], [3.909, -1.807, 0.968], [2.877, 2.404, 1.074], [1.257, 2.333, 0.370], [2.664, 1.860, -0.600], [2.622, 1.006, 3.374], [2.466, -0.763, 3.480], [1.015, 0.257, 3.348], [1.141, -2.184, 0.845], [-3.061, -1.473, -0.770], [0.609, 0.876, -2.837], [-0.835, 1.684, -1.989], [-2.327, 1.378, -3.043], [-0.540, 3.532, -2.162], [-0.979, 1.026, -0.383], [-1.364, 1.691, 0.793], [-1.596, 0.978, 1.983], [-1.942, 1.611, 3.167], [-2.088, 2.992, 3.236], [-1.883, 3.718, 2.072], [-1.534, 3.087, 0.884], [0.668, 1.209, -3.881], [0.506, -0.214, -2.834], [1.551, 1.115, -2.337], [-2.188, 1.879, -4.009], [-3.227, 1.782, -2.567], [-2.499, 0.312, -3.200], [-0.331, 3.696, -3.226], [0.312, 3.905, -1.585], [-1.422, 4.123, -1.905], [-1.493, -0.097, 1.971], [-2.104, 1.006, 4.053], [-2.355, 3.483, 4.163], [-1.991, 4.797, 2.080], [-1.383, 3.701, 0.013], [2.294, -5.653, -2.018], [0.722, -5.072, -1.147], [-0.153, -5.971, -0.586], [-1.279, -5.458, 0.031], [-1.487, -4.088, 0.056], [-0.634, -3.220, -0.497], [0.457, -3.710, -1.086], [0.039, -7.035, -0.630], [-2.008, -6.107, 0.497], [-2.360, -3.645, 0.511], [1.130, -2.983, -1.514]], "atomic_forces_ev_per_a": [[-0.3, 1.5, -0.5], [0.3, -0.1, -0.1], [-0.1, 0.0, -0.1], [0.1, 0.2, -0.1], [0.0, 0.1, 0.3], [-0.2, -0.5, 0.1], [0.0, 0.0, 0.0], [0.0, 0.0, 0.1], [0.0, 0.0, 0.0], [0.0, 0.0, -0.1], [-0.1, 0.1, 0.0], [0.0, 0.0, 0.1], [0.0, -0.1, 0.0], [0.0, 0.0, 0.0], [0.0, 0.0, 0.0], [0.0, 0.0, 0.1], [0.2, -0.3, 0.3], [0.3, -0.2, -0.2], [0.0, 0.0, 0.4], [-0.4, 0.0, -0.1], [0.1, 0.2, 0.0], [-0.1, -0.2, 0.5], [0.0, 0.1, -0.2], [0.0, 0.1, 0.2], [0.0, 0.0, -0.1], [0.0, -0.1, -0.1], [0.0, -0.1, 0.0], [0.0, 0.0, 0.0], [0.0, 0.0, 0.1], [0.0, 0.0, 0.0], [0.0, 0.0, -0.1], [-0.1, -0.1, 0.0], [0.0, 0.0, -0.1], [0.0, 0.0, 0.0], [0.0, 0.1, 0.1], [-0.1, 0.0, 0.0], [0.0, 0.0, -0.1], [0.0, 0.0, 0.0], [0.0, 0.0, 0.0], [0.0, 0.0, 0.0], [0.0, 0.0, 0.0], [0.0, 0.0, 0.0], [0.0, 0.0, 0.0], [0.0, 0.5, 0.0], [0.0, -0.3, 0.0], [-0.2, 0.2, 0.1], [0.0, -0.2, 0.0], [0.0, -0.3, -0.1], [0.3, -0.3, -0.2], [0.0, 0.0, 0.0], [0.0, 0.0, 0.0], [0.0, 0.0, 0.0], [0.0, 0.0, 0.0]], "s_squared": 0.77, "total_charge": -1, "spin_multiplicity": 2}



Number 1: energy -2299.71554 Eh. Number 2: energy -1698.27790 Eh. Number 3: energy -1942.48743 Eh. Number 4: energy -6229.12837 Eh.